The following is a DFT calculation (wB97M-V/def2-TZVPD) of a 6-piece molecular cluster, C74H50BO15PS2 overall at a distorted geometry.

## Properties
SMILES: O=S1(=O)C[C@@H]([PH2]=S)[C@@H](B(O)O)CO1.O=C1c2ccccc2C(=O)c2ccccc21.O=C1c2ccccc2C(=O)c2ccccc21.O=C1c2ccccc2C(=O)c2ccccc21.O=C1c2ccccc2C(=O)c2ccccc21.O=C1c2ccccc2C(=O)c2ccccc21
Frontier orbital gap: 7.94 eV
Multiplicity: 1
F_max: 2.00 eV/A
Total energy: -5141.3176 Eh

Each line ends with the Löwdin charge.
Geometry (Å):
S1 1.492 -2.096 -3.912  0.598
S2 6.398 -2.708 -3.606  0.130
P1 4.799 -3.639 -2.960  0.404
O1 2.814 -3.793 1.877  0.089
O2 -8.064 4.056 -4.630  0.104
O3 1.692 -1.783 -2.543  -0.272
O4 -1.009 -9.693 7.463  0.097
O5 2.613 -6.720 -2.319  0.186
O6 1.872 -4.608 -1.679  0.181
O7 -3.632 -11.661 11.692  0.109
O8 0.588 -3.392 -4.051  -0.173
O9 5.605 7.375 -8.011  0.104
O10 -1.112 -2.554 5.302  0.107
O11 -2.471 4.318 0.216  0.086
O12 0.944 -1.015 -4.638  -0.242
O13 7.429 8.254 -3.057  0.104
O14 1.937 4.224 -2.818  0.075
O15 -6.705 7.226 -0.537  0.105
C1 5.437 6.310 -3.369  0.005
C2 2.207 -5.660 3.871  -0.004
C3 0.697 -0.244 1.262  -0.047
C4 3.627 -3.855 -4.361  -0.444
C5 1.885 -6.524 4.902  -0.053
C6 0.528 -4.115 4.652  -0.081
C7 7.622 8.745 -5.352  -0.083
C8 1.906 -3.523 2.639  -0.273
C9 1.127 -2.263 2.488  -0.081
C10 -5.051 -8.142 9.942  -0.055
C11 -0.943 3.007 -1.011  -0.073
C12 -2.808 -9.450 8.962  -0.083
C13 9.227 10.302 -6.222  -0.059
C14 -1.461 -13.135 10.726  -0.002
C15 -0.145 -12.151 8.482  -0.004
C16 -1.583 1.817 -0.690  -0.018
C17 2.523 -4.930 -4.162  -0.188
C18 -0.682 7.949 -0.797  -0.052
C19 0.194 2.984 -1.826  -0.072
C20 -3.230 -8.264 8.376  -0.003
C21 -6.826 4.294 -2.640  -0.085
C22 1.199 -4.472 -4.764  -0.162
C23 -1.486 4.292 -0.494  -0.262
C24 -1.109 0.620 -1.196  -0.062
C25 -5.088 3.374 -0.680  -0.062
C26 -4.628 -9.317 10.538  -0.002
C27 -0.797 5.554 -0.880  -0.078
C28 6.035 7.552 -6.891  -0.279
C29 0.363 5.528 -1.657  -0.075
C30 -0.353 0.058 2.124  -0.046
C31 1.005 6.715 -1.986  0.007
C32 -1.211 -11.445 9.024  -0.083
C33 3.060 -2.454 -4.678  -0.222
C34 1.433 -1.400 1.446  0.012
C35 -9.162 8.795 -3.527  -0.059
C36 -5.468 2.539 -1.726  -0.048
C37 -3.055 -11.230 10.717  -0.277
C38 7.158 8.502 -6.646  -0.083
C39 -0.650 -0.788 3.179  0.005
C40 4.422 5.391 -3.582  -0.063
C41 -8.365 8.309 -2.507  -0.004
C42 0.089 -1.950 3.368  -0.082
C43 -6.335 2.997 -2.703  -0.002
C44 -9.477 7.986 -4.614  -0.059
C45 1.535 -4.450 3.744  -0.084
C46 -1.318 6.769 -0.456  0.002
C47 0.918 4.241 -2.155  -0.250
C48 -5.584 4.663 -0.605  0.005
C49 3.918 5.199 -4.864  -0.051
C50 -6.456 5.127 -1.580  -0.080
C51 5.958 7.034 -4.435  -0.086
C52 8.652 9.652 -5.145  -0.004
C53 7.035 8.030 -4.183  -0.279
C54 -1.880 -11.946 10.143  -0.082
C55 0.009 0.597 -2.021  -0.056
C56 -6.990 6.514 -1.477  -0.277
C57 -9.008 6.686 -4.671  -0.004
C58 0.898 -6.180 5.819  -0.049
C59 -3.504 -9.973 10.054  -0.082
C60 -0.239 -2.845 4.511  -0.277
C61 0.483 7.922 -1.556  -0.051
C62 -8.213 6.190 -3.647  -0.082
C63 -4.348 -7.612 8.865  -0.055
C64 -1.622 -10.155 8.403  -0.277
C65 -0.395 -13.830 10.184  -0.056
C66 -7.730 4.781 -3.717  -0.278
C67 0.221 -4.980 5.694  -0.001
C68 5.464 6.823 -5.725  -0.086
C69 7.743 9.153 -7.724  -0.004
C70 8.777 10.047 -7.513  -0.060
C71 0.662 1.777 -2.330  0.022
C72 0.258 -13.342 9.057  -0.057
C73 -7.879 7.009 -2.566  -0.082
C74 4.437 5.911 -5.931  0.002
B1 2.329 -5.429 -2.651  -0.737
H1 2.245 -1.640 0.774  0.119
H2 0.380 -0.350 -2.403  0.057
H3 1.538 1.762 -2.965  0.126
H4 3.120 4.488 -5.025  0.102
H5 2.384 -4.763 -0.864  0.126
H6 -2.222 6.786 0.136  0.121
H7 5.130 -4.900 -2.434  0.004
H8 -2.451 1.833 -0.045  0.108
H9 -1.974 -13.512 11.599  0.121
H10 -1.608 -0.308 -0.946  0.119
H11 -10.091 8.373 -5.416  0.106
H12 0.982 8.847 -1.815  0.109
H13 -8.113 8.934 -1.662  0.120
H14 9.001 9.844 -4.140  0.120
H15 -4.405 3.021 0.075  0.084
H16 -4.677 -6.690 8.405  0.108
H17 4.027 4.828 -2.755  0.090
H18 4.050 5.760 -6.929  0.119
H19 0.362 -11.765 7.609  0.119
H20 5.830 6.468 -2.375  0.120
H21 -0.551 -4.711 6.401  0.120
H22 7.387 8.954 -8.725  0.120
H23 -9.536 9.809 -3.481  0.106
H24 2.404 -7.468 4.995  0.108
H25 -5.290 5.312 0.207  0.121
H26 0.653 -6.855 6.629  0.106
H27 2.963 -2.282 -5.739  0.116
H28 2.626 -7.250 -3.134  0.114
H29 1.085 -13.894 8.629  0.107
H30 -0.937 0.955 1.972  0.103
H31 -1.093 8.895 -0.470  0.109
H32 -5.169 -9.730 11.377  0.121
H33 0.509 -5.302 -4.730  0.140
H34 4.176 -2.912 -1.934  0.007
H35 4.240 -4.151 -5.198  0.111
H36 1.336 -4.222 -5.812  0.138
H37 -2.684 -7.858 7.536  0.117
H38 9.234 10.549 -8.355  0.106
H39 -1.461 -0.555 3.855  0.121
H40 0.941 0.413 0.441  0.098
H41 -9.254 6.052 -5.511  0.120
H42 -6.629 2.353 -3.520  0.120
H43 2.822 -5.803 -4.735  0.138
H44 10.032 11.006 -6.059  0.106
H45 -0.072 -14.758 10.638  0.108
H46 2.977 -5.920 3.159  0.118
H47 -5.929 -7.634 10.317  0.108
H48 1.908 6.691 -2.580  0.114
H49 3.731 -1.709 -4.260  0.080
H50 -5.081 1.530 -1.780  0.106

The following is a DFT calculation (wB97M-V/def2-TZVPD) of C75H168As2F12NO29 as an isolated structure at a distorted geometry.

## Properties
Frontier orbital gap (spin up / spin down): 7.89 / 1.89 eV
<S²>: 0.76
Multiplicity: 2
F_max: 4.08 eV/A
Total energy: -10864.6628 Eh

Each line ends with the Löwdin charge.
Geometry (Å):
As1 6.214 1.845 5.209  0.924
As2 4.140 -3.518 -2.197  0.930
F1 5.706 0.122 5.310  -0.280
F2 7.841 1.218 4.752  -0.297
F3 2.399 -3.850 -1.725  -0.317
F4 4.562 2.411 5.642  -0.297
F5 6.858 3.549 5.175  -0.311
F6 6.742 1.841 6.938  -0.302
F7 4.185 -5.176 -2.905  -0.298
F8 5.741 2.008 3.491  -0.295
F9 3.595 -2.761 -3.750  -0.308
F10 4.641 -4.153 -0.589  -0.291
F11 5.872 -3.379 -2.688  -0.291
F12 4.057 -1.911 -1.448  -0.287
O1 -5.844 -2.333 -1.228  -0.171
O2 -0.540 -0.965 7.240  -0.214
O3 7.101 4.823 -1.222  0.068
O4 7.815 5.846 0.769  -0.003
O5 2.982 5.878 -4.444  0.052
O6 -3.099 5.249 -1.230  -0.193
O7 -0.399 -6.405 4.162  -0.128
O8 -2.374 -5.264 2.449  -0.203
O9 -5.862 -3.974 4.176  -0.214
O10 -2.372 -1.355 -6.644  0.047
O11 -0.045 3.296 2.381  -0.157
O12 -3.158 1.452 0.746  -0.202
O13 -3.595 1.122 3.678  -0.147
O14 1.516 -2.392 -8.974  0.051
O15 3.594 -1.333 -9.152  -0.024
O16 -2.265 -10.114 -2.623  -0.179
O17 2.463 4.832 3.597  -0.196
O18 -3.045 4.169 -4.128  0.032
O19 4.626 4.238 -4.245  -0.016
O20 2.155 -6.237 5.298  -0.170
O21 1.720 -0.538 5.044  -0.150
O22 -5.029 -0.126 5.974  -0.186
O23 0.306 3.122 -0.724  -0.166
O24 -1.572 -4.649 -1.539  -0.198
O25 -5.400 -2.230 1.607  -0.151
O26 -3.730 -3.169 -6.942  0.023
O27 3.144 -2.814 3.408  -0.220
O28 -1.400 -7.577 -1.071  -0.157
O29 -3.434 1.102 -3.531  -0.097
N1 0.460 -0.893 1.043  -0.112
C1 -6.574 -4.926 4.924  -0.110
C2 -4.959 -2.412 -7.021  -0.158
C3 -1.535 -3.547 -6.629  0.030
C4 3.671 5.467 -0.910  -0.067
C5 -1.932 -4.973 -2.909  -0.080
C6 -0.502 9.374 1.325  -0.099
C7 -0.616 -1.035 -2.826  -0.260
C8 -0.611 -2.383 6.878  -0.068
C9 -5.500 -1.281 6.635  -0.119
C10 4.161 5.523 -4.497  -0.482
C11 -0.459 -5.338 -0.942  -0.155
C12 6.796 3.686 0.851  0.025
C13 1.997 -0.579 0.879  -0.066
C14 -5.741 -1.783 2.905  -0.157
C15 -0.466 3.982 0.065  -0.199
C16 0.234 -1.280 -1.593  -0.159
C17 3.706 -1.742 4.180  -0.186
C18 -3.061 1.071 5.017  -0.140
C19 4.474 0.055 -10.960  -0.071
C20 -3.045 3.072 -5.141  -0.005
C21 -4.087 5.404 -2.287  -0.133
C22 7.260 4.866 -0.005  -0.477
C23 5.200 6.560 -4.815  0.017
C24 -0.317 -0.667 -0.289  -0.087
C25 3.976 -3.343 2.379  -0.106
C26 -2.599 -2.563 -6.802  -0.559
C27 -2.673 1.603 -4.605  -0.101
C28 -5.209 -1.687 -8.396  -0.054
C29 0.331 -2.385 1.589  -0.013
C30 -3.201 6.248 -0.294  -0.129
C31 -1.801 -8.827 -0.478  -0.164
C32 -0.194 -5.652 5.358  -0.179
C33 -4.835 0.941 -3.885  -0.016
C34 2.836 -2.145 -6.967  0.026
C35 8.165 7.089 0.270  -0.254
C36 2.024 3.482 3.746  -0.181
C37 3.841 4.960 3.461  -0.106
C38 -4.752 -1.296 0.772  -0.150
C39 -0.248 -0.031 2.114  -0.085
C40 2.831 -1.346 5.344  -0.203
C41 -5.692 -2.952 -2.469  -0.102
C42 -2.778 -5.871 3.694  -0.170
C43 -3.125 -4.138 2.009  -0.088
C44 -3.426 1.572 -0.637  -0.122
C45 -0.802 -6.664 -0.144  -0.149
C46 4.496 1.981 -3.540  -0.047
C47 3.739 3.209 -3.962  -0.272
C48 1.269 -5.146 5.434  -0.214
C49 3.536 -5.816 5.316  -0.067
C50 1.065 8.413 -0.433  -0.214
C51 -3.457 2.339 3.018  -0.173
C52 -0.990 -0.999 2.981  -0.163
C53 0.085 8.090 0.734  -0.272
C54 -0.105 -1.580 -4.132  -0.072
C55 0.503 3.523 3.702  -0.153
C56 -3.986 2.280 1.537  -0.159
C57 2.836 6.573 -0.250  -0.235
C58 3.512 -1.088 -10.549  -0.224
C59 0.157 4.359 1.422  -0.131
C60 6.986 7.965 -0.086  -0.078
C61 1.265 0.309 6.091  -0.150
C62 -6.576 -2.814 3.688  -0.163
C63 2.328 0.874 0.428  -0.170
C64 0.774 -0.409 7.391  -0.158
C65 -3.569 -0.086 5.907  -0.152
C66 -4.624 -1.847 -0.715  -0.170
C67 2.593 -2.016 -8.493  -0.451
C68 -2.328 -9.202 -3.682  -0.121
C69 3.906 1.110 0.232  -0.044
C70 -0.091 3.183 -2.089  -0.089
C71 -4.157 4.199 -3.253  -0.136
C72 -0.140 -2.249 3.064  -0.123
C73 1.720 7.212 -1.118  -0.198
C74 -2.753 -9.682 -1.342  -0.176
C75 -1.727 -6.972 3.984  -0.143
H1 3.446 7.424 0.056  0.100
H2 5.501 6.353 -5.842  0.092
H3 3.844 -0.825 3.607  0.116
H4 0.688 -2.110 3.759  0.086
H5 4.347 0.979 -10.397  0.067
H6 -0.603 4.924 -0.465  0.096
H7 -3.192 -0.077 6.930  0.121
H8 -5.444 0.378 -3.178  0.102
H9 7.257 8.995 -0.317  0.075
H10 -0.799 0.039 -2.812  0.081
H11 4.893 7.592 -4.649  0.089
H12 7.234 2.754 0.494  0.100
H13 -6.657 -4.528 5.936  0.081
H14 0.453 8.951 -1.157  0.104
H15 -0.685 -1.153 -4.951  0.052
H16 -4.773 -1.616 3.377  0.117
H17 6.975 3.922 1.900  0.081
H18 -1.396 3.440 0.239  0.113
H19 -3.088 2.537 -1.014  0.057
H20 4.175 0.369 -11.960  0.071
H21 -1.073 -4.875 -3.573  0.076
H22 1.503 -4.627 6.363  0.110
H23 0.341 -5.615 -1.629  0.119
H24 -0.960 -9.425 -0.127  0.125
H25 3.260 -1.205 -6.614  0.085
H26 0.022 2.771 4.329  0.099
H27 1.889 9.054 -0.117  0.110
H28 8.828 6.979 -0.588  0.125
H29 -1.668 -3.904 -5.608  0.075
H30 -1.976 1.075 4.912  0.099
H31 -6.399 -0.914 2.895  0.134
H32 0.960 6.453 -1.306  0.089
H33 -4.165 6.469 0.163  0.102
H34 2.512 -0.805 -10.877  0.115
H35 4.185 5.839 -1.796  0.066
H36 -7.411 -3.132 3.064  0.125
H37 -2.420 2.671 3.068  0.111
H38 -0.477 -2.764 0.962  0.104
H39 -1.574 -2.844 7.099  0.082
H40 -5.266 -2.181 6.066  0.068
H41 -0.325 5.264 1.794  0.118
H42 -1.061 -0.448 3.920  0.097
H43 8.694 7.715 0.989  0.123
H44 -0.023 -4.658 -0.210  0.095
H45 0.927 -1.252 -4.255  0.080
H46 -2.000 -1.212 2.634  0.101
H47 4.356 0.477 -0.533  0.057
H48 3.790 1.182 -3.312  0.074
H49 6.056 6.409 -4.157  0.085
H50 0.485 0.531 2.694  0.124
H51 -1.117 2.865 -2.270  0.061
H52 4.785 -3.901 2.851  0.083
H53 4.646 -2.018 4.658  0.127
H54 -0.411 0.415 -0.386  0.107
H55 2.449 2.837 2.977  0.120
H56 2.128 7.566 -2.065  0.108
H57 0.606 7.514 1.499  0.095
H58 1.200 -0.820 -1.802  0.113
H59 3.749 -5.264 4.400  0.068
H60 -4.499 1.503 -0.820  0.091
H61 -1.177 9.196 2.163  0.065
H62 -3.759 -9.262 -1.334  0.117
H63 2.044 1.589 1.200  0.077
H64 -0.968 0.699 1.746  0.111
H65 -5.389 -0.418 0.676  0.110
H66 3.150 3.537 -3.105  0.093
H67 -0.624 7.364 0.335  0.067
H68 3.780 -1.984 -11.110  0.122
H69 1.260 -2.947 1.498  0.120
H70 -0.512 -3.171 -6.646  0.083
H71 4.139 -6.722 5.260  0.088
H72 -2.346 -8.553 0.425  0.112
H73 4.404 4.501 4.273  0.074
H74 3.383 -3.073 -6.806  0.096
H75 0.334 9.972 1.688  0.080
H76 -4.081 3.279 1.113  0.114
H77 -3.801 -0.942 1.170  0.104
H78 -2.574 5.815 0.486  0.084
H79 -3.070 -3.350 2.761  0.074
H80 5.019 2.135 -2.596  0.075
H81 3.481 -4.135 1.817  0.083
H82 -5.138 -1.294 7.663  0.094
H83 0.418 -2.348 -1.482  0.103
H84 -6.597 -3.539 -2.625  0.099
H85 0.028 -2.895 7.598  0.084
H86 -1.985 -9.717 -4.579  0.090
H87 -1.599 -1.444 -2.593  0.101
H88 2.069 1.025 6.261  0.117
H89 -4.882 -3.681 -2.486  0.080
H90 -5.277 1.911 -4.113  0.083
H91 -1.593 1.566 -4.465  0.135
H92 -4.066 3.105 3.497  0.125
H93 0.304 4.462 4.218  0.130
H94 4.180 4.475 2.545  0.071
H95 -6.143 -1.127 -8.427  0.069
H96 -3.842 -2.594 -0.848  0.108
H97 -4.292 -1.019 -1.341  0.086
H98 3.050 3.066 -4.794  0.124
H99 6.268 8.002 0.734  0.078
H100 2.320 -1.322 0.149  0.105
H101 -5.201 -2.398 -9.222  0.077
H102 2.495 -0.669 1.844  0.115
H103 -3.198 -1.032 5.512  0.107
H104 6.453 7.677 -0.991  0.063
H105 -1.751 -8.307 -3.449  0.069
H106 -3.343 -8.849 -3.863  0.080
H107 -2.393 -5.952 -3.039  0.074
H108 1.860 -2.251 -6.493  0.055
H109 -5.133 4.197 -3.739  0.147
H110 1.202 4.561 1.190  0.114
H111 3.449 -0.745 6.011  0.122
H112 1.408 -4.401 4.650  0.102
H113 -7.578 -5.177 4.582  0.089
H114 0.545 0.365 8.124  0.124
H115 -4.528 -0.888 -8.689  0.067
H116 -0.276 -6.224 6.282  0.124
H117 5.551 -0.056 -10.836  0.074
H118 4.387 -2.643 1.652  0.085
H119 4.463 5.245 -0.195  0.052
H120 -1.983 -7.519 4.891  0.121
H121 1.455 -1.123 7.854  0.122
H122 -2.747 7.157 -0.689  0.097
H123 -4.263 3.310 -2.632  0.118
H124 -0.131 -2.667 -4.205  0.072
H125 -5.783 -3.099 -6.826  0.123
H126 -2.315 3.326 -5.909  0.151
H127 -4.062 3.096 -5.531  0.132
H128 -4.949 0.298 -4.757  0.094
H129 2.485 6.183 0.705  0.080
H130 -0.346 -2.558 5.835  0.062
H131 -1.390 -6.401 0.736  0.094
H132 3.970 2.170 -0.014  0.048
H133 -0.759 -3.108 3.323  0.103
H134 -4.998 1.880 1.483  0.118
H135 -1.332 -0.981 -0.045  0.120
H136 -5.527 -2.152 -3.191  0.071
H137 -7.106 -2.378 4.535  0.105
H138 -5.971 -5.832 4.989  0.083
H139 -1.679 -7.684 3.159  0.117
H140 2.700 -2.294 5.865  0.120
H141 -1.112 9.706 0.485  0.069
H142 0.432 0.926 5.755  0.099
H143 2.376 3.129 4.715  0.112
H144 -2.895 -5.257 4.587  0.115
H145 0.635 2.653 -2.706  0.090
H146 -1.542 -4.386 -7.325  0.107
H147 3.080 4.581 -1.140  0.063
H148 -2.666 -4.249 -3.264  0.060
H149 4.059 6.018 3.311  0.093
H150 -3.695 -6.409 3.454  0.121
H151 5.713 3.615 0.760  0.046
H152 -2.852 0.955 -5.463  0.134
H153 -4.206 -4.258 1.947  0.080
H154 4.495 0.958 1.136  0.066
H155 -0.909 -4.831 5.418  0.092
H156 5.233 1.591 -4.242  0.086
H157 -2.973 -10.639 -0.868  0.121
H158 -6.583 -1.392 6.583  0.083
H159 -2.880 0.790 -1.163  0.074
H160 -0.027 4.172 -2.541  0.091
H161 1.754 1.153 -0.455  0.077
H162 -5.091 5.644 -1.939  0.132
H163 0.106 -7.117 0.255  0.130
H164 -4.887 -1.670 -6.227  0.088
H165 -3.811 6.329 -2.794  0.134
H166 -2.757 -3.842 1.027  0.081
H167 -3.433 1.967 5.515  0.127
H168 3.812 -5.277 6.222  0.089